Molecular formula: C43H56MoN6O2P2S
Method: DFT, the ωB97M-V functional and the def2-TZVPD basis

XYZ file:
```
111
Properties=species:S:1:pos:R:3:forces:R:3
Mo -0.249 -0.458 -0.617 2.10 -0.60 2.63
C 1.336 -1.643 -3.714 -0.02 0.00 0.10
P 0.938 -0.148 -2.722 -0.63 0.07 -1.18
C -0.291 0.591 -3.867 0.12 0.00 0.04
C 2.393 0.917 -3.100 0.08 0.02 0.44
C 2.325 2.064 -3.883 -0.12 0.01 0.01
C 3.470 2.794 -4.153 0.05 0.06 0.00
C 4.691 2.409 -3.622 0.01 0.04 0.00
C 4.766 1.285 -2.817 -0.05 0.05 -0.09
C 3.627 0.537 -2.563 -0.23 -0.11 0.13
P 3.566 -0.971 -1.537 1.20 0.18 -0.13
C 4.672 -0.515 -0.127 -0.30 -0.05 -0.13
C 4.783 -2.013 -2.461 -0.28 0.03 0.14
H 1.944 -1.348 -4.571 -0.03 -0.06 0.00
H 0.402 -2.081 -4.067 -0.03 -0.04 0.01
H 1.874 -2.381 -3.119 -0.05 -0.02 -0.08
H 0.077 0.592 -4.894 -0.05 0.08 0.00
H -0.512 1.607 -3.540 -0.07 0.01 -0.10
H -1.198 -0.010 -3.797 0.05 0.06 -0.09
H 1.385 2.413 -4.280 -0.05 -0.03 -0.08
H 3.406 3.673 -4.776 0.00 0.07 -0.02
H 5.577 2.992 -3.826 0.08 0.04 -0.02
H 5.715 0.998 -2.388 0.11 -0.05 0.03
H 5.676 -0.251 -0.456 0.02 0.01 0.01
H 4.737 -1.374 0.540 0.06 -0.05 0.10
H 4.238 0.317 0.424 0.02 0.03 0.09
H 5.756 -1.529 -2.508 0.07 0.01 -0.04
H 4.424 -2.197 -3.469 -0.03 -0.04 -0.11
H 4.880 -2.968 -1.951 0.07 -0.14 0.03
C 2.201 -3.931 0.130 -0.04 -0.10 -0.25
C 1.521 -4.974 -0.491 0.02 0.35 0.07
C 0.357 -4.679 -1.171 0.11 0.10 -0.01
C -0.110 -3.366 -1.231 0.41 -0.45 0.23
N 0.553 -2.357 -0.606 0.09 -1.90 0.07
C 1.681 -2.655 0.047 0.29 0.01 0.26
C -1.334 -2.967 -1.902 -0.30 0.45 -0.03
C -2.169 -3.844 -2.600 0.08 0.01 0.15
C -3.359 -3.396 -3.134 -0.04 -0.01 -0.04
C -3.717 -2.064 -2.978 -0.01 0.10 0.01
C -2.867 -1.191 -2.324 -0.13 0.04 -0.05
C -1.657 -1.602 -1.770 -0.08 0.44 -0.95
H 3.132 -4.110 0.647 0.05 0.03 0.10
H 1.893 -5.986 -0.432 0.00 -0.07 -0.03
H -0.197 -5.466 -1.653 -0.10 -0.06 -0.07
H 2.149 -1.814 0.541 -0.07 -0.27 0.06
H -1.898 -4.880 -2.732 0.04 -0.14 0.04
H -4.012 -4.074 -3.665 0.01 -0.06 -0.03
H -4.653 -1.705 -3.380 -0.12 0.01 -0.05
H -3.166 -0.152 -2.234 -0.01 -0.08 -0.04
C 1.217 1.297 -0.051 -0.36 -0.35 -1.22
C 1.101 1.792 1.331 -0.21 0.30 0.64
C 2.231 2.119 2.092 -0.07 -0.08 -0.25
C 2.120 2.715 3.334 -0.08 0.18 0.17
C 0.871 2.972 3.882 0.10 0.07 0.05
C -0.262 2.635 3.155 -0.03 0.11 0.11
C -0.146 2.072 1.900 -0.06 -0.11 -0.13
H 2.262 1.042 -0.258 -0.12 -0.02 -0.05
H 0.970 2.132 -0.727 0.11 -0.21 0.04
H 3.217 1.953 1.676 0.03 -0.05 -0.04
H 3.012 2.986 3.881 0.08 0.01 0.03
H 0.782 3.439 4.852 0.00 0.04 0.07
H -1.243 2.839 3.563 -0.09 0.03 0.04
H -1.039 1.851 1.326 0.03 -0.07 0.10
N -1.380 1.097 -0.938 -3.04 2.90 -1.20
C -2.173 1.877 -1.319 1.53 -1.16 0.69
N -2.982 2.806 -1.745 -0.25 0.39 -0.19
C -4.065 2.512 -2.678 -0.27 0.06 -0.52
C -4.344 3.756 -3.528 0.01 -0.35 -0.07
O -4.611 4.873 -2.718 -0.14 0.11 0.04
C -3.515 5.173 -1.888 0.20 -0.05 0.29
C -3.228 4.000 -0.945 -0.16 0.53 0.20
H -4.970 2.248 -2.117 0.06 -0.02 -0.02
H -3.781 1.675 -3.314 0.00 0.01 0.00
H -5.236 3.601 -4.137 0.10 -0.08 0.00
H -3.490 3.959 -4.190 -0.03 -0.04 0.06
H -3.792 6.062 -1.320 0.09 -0.10 0.02
H -2.628 5.399 -2.497 -0.03 -0.05 0.08
H -4.113 3.840 -0.314 0.12 0.01 0.02
H -2.361 4.193 -0.312 -0.02 0.04 -0.03
O 0.988 -1.169 2.371 -0.49 0.07 -0.64
N 1.871 -1.172 3.280 0.66 -0.02 0.71
C 1.863 -0.223 4.241 -0.16 0.19 0.08
C 2.841 -0.165 5.203 0.28 -0.31 0.07
C 3.857 -1.110 5.216 -0.14 0.03 -0.10
C 3.810 -2.128 4.274 0.05 0.20 0.20
C 2.809 -2.146 3.332 0.25 -0.27 -0.04
H 1.055 0.486 4.171 -0.06 -0.02 -0.14
H 2.801 0.616 5.945 -0.02 0.13 0.01
H 4.654 -1.060 5.938 0.07 -0.04 0.14
H 4.548 -2.915 4.271 0.04 -0.07 -0.05
H 2.709 -2.931 2.599 -0.11 0.11 -0.07
C -4.878 -0.407 3.279 -0.17 0.09 0.25
N -3.691 -0.151 2.482 0.22 0.04 0.18
C -3.995 0.325 1.153 0.14 0.15 -0.34
C -2.535 -0.833 2.674 -0.13 0.22 -0.12
S -1.719 -1.506 1.343 0.22 -0.40 -0.53
N -2.106 -1.038 3.927 -0.21 0.17 -0.31
C -2.526 -0.233 5.051 -0.15 0.21 0.30
C -1.152 -2.080 4.227 0.31 -0.51 -0.08
H -5.644 -0.854 2.641 0.03 -0.02 -0.02
H -5.273 0.527 3.686 -0.05 -0.09 0.09
H -4.673 -1.102 4.087 0.01 0.03 0.02
H -4.800 1.055 1.229 -0.03 0.06 0.02
H -4.304 -0.492 0.491 0.01 0.01 0.01
H -3.108 0.793 0.729 -0.21 -0.05 0.01
H -3.078 0.641 4.714 0.01 -0.05 0.01
H -1.639 0.113 5.586 0.02 -0.04 -0.05
H -3.136 -0.805 5.753 -0.05 0.05 0.01
H -0.547 -2.274 3.344 -0.03 0.00 0.18
H -1.669 -2.999 4.515 -0.03 0.01 0.09
H -0.510 -1.769 5.049 -0.01 0.09 0.05
```
Forces are in eV/Å.

The highest occupied orbital energy (alpha / beta) is -9.0 / -8.6 eV. The energy relative to the best compared isomer or geometry (same formula, charge and spin) is 218.9 kJ/mol. The HOMO-LUMO gap (alpha / beta) comes out at 6.4 / 6.3 eV. As for the multiplicity: 2. The charge is +1.

***

Molecular formula: C13H48F2HgNO15S2
Method: DFT, the ωB97M-V functional and the def2-TZVPD basis

XYZ file:
```
82
Properties=species:S:1:pos:R:3:forces:R:3
Hg 1.360 3.325 0.467 -0.20 -2.12 0.08
N 0.169 1.493 0.176 -1.73 0.48 -3.13
S 0.118 0.136 0.948 2.95 -4.99 7.73
O 1.189 -0.807 0.703 -1.66 1.73 -0.68
O -1.157 -0.358 1.438 1.20 1.21 -2.25
F 0.639 0.850 2.321 0.40 0.29 -0.08
S -1.005 0.959 -0.980 -4.21 3.86 -5.10
O -2.326 1.492 -0.707 2.55 -1.10 0.60
O -0.855 -0.317 -1.612 0.92 0.88 1.77
F -0.529 1.993 -2.167 0.44 -0.77 1.39
C 4.610 -1.776 0.797 -0.42 0.56 -0.19
O 4.872 -2.082 2.135 1.12 -0.74 -0.15
H 4.504 -0.694 0.719 -0.35 0.39 -0.39
H 5.398 -2.028 0.087 0.49 -0.31 0.61
H 3.730 -2.277 0.396 -0.34 0.06 0.15
H 4.290 -1.622 2.745 -0.49 -0.17 -0.10
C 3.040 0.503 -2.158 -0.61 0.68 -0.40
O 4.034 1.515 -2.466 -0.78 -1.12 0.51
H 3.199 -0.063 -1.241 0.40 0.01 -0.02
H 2.077 1.006 -2.067 -0.05 0.38 0.24
H 2.831 -0.170 -2.990 0.55 -0.17 -0.05
H 4.755 1.004 -2.842 0.40 0.29 -0.10
C -4.016 -2.150 1.531 0.05 0.89 -0.45
O -3.480 -3.321 0.923 -0.27 0.69 0.31
H -4.871 -2.297 2.191 0.10 -0.44 0.12
H -3.285 -1.503 2.015 0.41 -0.53 0.55
H -4.347 -1.442 0.772 -0.30 -0.49 -0.57
H -2.917 -3.757 1.568 0.02 -0.12 0.04
C 0.619 4.044 -4.289 -0.38 -0.21 -0.82
O -0.260 3.520 -5.312 0.77 0.32 0.78
H 1.267 4.814 -4.710 -0.13 -0.02 -0.17
H 0.019 4.501 -3.502 -0.01 0.00 0.28
H 1.261 3.253 -3.903 0.04 0.01 0.19
H -0.304 2.576 -5.142 -0.23 -0.08 -0.24
C -2.794 1.288 4.482 0.20 -1.12 -0.05
O -2.587 0.706 5.761 -0.05 0.32 0.12
H -3.570 0.687 4.008 -0.35 0.42 0.08
H -3.036 2.350 4.528 -0.10 -0.05 -0.12
H -1.919 1.075 3.868 0.31 0.50 -0.25
H -2.003 1.293 6.247 0.02 -0.08 0.20
C -4.988 0.419 -2.360 -0.85 -0.22 1.09
O -6.353 0.255 -2.739 0.30 0.08 -1.00
H -4.336 0.134 -3.186 -0.28 0.03 -0.02
H -4.752 1.425 -2.012 -0.05 0.30 -0.33
H -4.801 -0.216 -1.495 0.40 -0.29 -0.04
H -6.996 0.398 -2.041 0.48 0.10 0.31
C 1.594 -4.270 1.832 1.08 -0.56 1.41
O 0.638 -5.282 2.077 -0.66 0.21 -0.36
H 2.297 -4.323 2.664 0.55 0.11 0.08
H 2.185 -4.495 0.945 -0.28 0.65 -0.38
H 1.203 -3.261 1.963 -0.49 -0.24 -0.89
H 1.111 -6.113 1.990 -0.16 -0.14 0.07
O 3.232 2.258 1.470 -0.65 0.51 -0.60
H 4.116 2.381 1.125 0.57 0.09 -0.53
H 3.363 2.022 2.388 -0.33 -0.08 0.66
C -3.109 3.920 -3.470 0.75 0.04 -0.09
C -2.902 5.418 -3.563 -0.25 -0.52 0.52
O -4.163 6.009 -3.566 -0.82 1.25 -1.09
H -3.815 3.718 -2.665 0.40 -0.31 0.35
H -2.118 3.481 -3.360 -0.23 -0.51 0.41
H -3.553 3.475 -4.360 0.04 0.40 -0.20
H -2.270 5.672 -4.415 -0.64 0.25 -0.42
H -2.393 5.872 -2.713 0.62 -0.52 0.48
H -4.666 5.696 -2.811 0.07 -0.07 0.02
C 1.106 -0.685 5.519 0.47 -1.25 -0.50
C 1.705 -1.721 4.463 -1.90 1.42 1.81
O 2.911 -1.218 3.964 1.12 -0.06 -0.50
H 0.842 0.276 5.079 0.12 0.04 -0.22
H 1.847 -0.550 6.307 0.11 0.17 -0.08
H 0.213 -1.057 6.020 -0.08 -0.17 -0.24
H 0.974 -1.913 3.678 0.03 0.07 -0.18
H 1.863 -2.658 4.997 0.42 0.04 -0.22
H 2.881 -0.264 3.858 -0.44 -0.05 0.25
C 1.515 -2.899 -1.930 -0.18 -0.49 0.30
C 2.107 -4.280 -2.209 0.39 0.66 -1.66
O 3.500 -4.129 -2.503 0.26 -0.25 0.49
H 1.623 -2.188 -2.749 0.00 -0.46 -0.59
H 2.050 -2.382 -1.133 -0.35 -0.39 0.49
H 0.447 -3.027 -1.755 -0.03 0.38 0.42
H 1.682 -4.685 -3.127 -0.57 0.00 -0.03
H 1.944 -5.087 -1.494 0.22 0.56 0.55
H 3.542 -3.843 -3.419 0.19 -0.03 0.00
```
Forces are in eV/Å.

The highest occupied orbital energy is -11.8 eV. The energy relative to the best compared isomer or geometry (same formula, charge and spin) is 0.0 kJ/mol. The HOMO-LUMO gap comes out at 2.0 eV. The charge is +1.